Computed, not measured: a molecular structure, C45H86BrFO12S, with the ωB97M-V functional and the def2-TZVPD basis.

Structure (XYZ):
```
146
Properties=species:S:1:pos:R:3:lowdin_charge:R:1
C 1.75014 -6.22094 2.44153 -0.0633
C 2.07051 -4.99598 3.28278 -0.2904
O 3.48497 -4.79968 3.25359 -0.1628
C 3.92739 -3.67333 4.00813 -0.2140
C 4.10461 -2.42536 3.14054 -0.1705
C 2.96081 -1.40425 3.25248 -0.2048
C 3.11370 -0.30997 2.19815 -0.1863
C 1.93581 0.66508 2.22637 -0.1405
C 1.84937 1.65467 1.07311 -0.3399
C 1.56634 0.93393 -0.27511 -0.1051
C 0.47922 -0.14135 -0.24711 -0.1272
C 0.12424 -0.56640 -1.65667 -0.1544
F 1.25990 -1.12342 -2.27061 -0.0570
C 3.13630 2.43158 0.74031 -0.4355
O 4.29621 2.15325 0.89975 0.1520
O 2.78149 3.58511 0.09719 -0.0066
C 1.41483 3.87965 0.29496 -0.6673
Br 0.41210 4.04047 -1.37188 0.8261
C 0.93997 2.85730 1.37204 -0.5990
S 1.50903 3.59609 2.95709 0.9377
C -0.56569 2.63807 1.33567 -0.2241
O -1.03763 1.90743 2.45384 -0.1333
C -1.69703 2.64274 3.47404 -0.1901
C -3.14992 2.20283 3.62750 -0.1989
O -3.26404 0.83335 3.32360 -0.1320
C -4.60391 0.39817 3.15971 -0.1762
C -4.73411 -1.07380 3.49216 -0.1840
O -4.82334 -1.86913 2.32710 -0.1523
C -5.70311 -2.97636 2.42800 -0.2618
C -5.94643 -3.54450 1.02824 -0.0585
H 0.76429 -6.11910 1.98944 0.0647
H 2.49962 -6.30958 1.65818 0.0792
H 1.75606 -7.12433 3.04783 0.0759
H 1.58072 -4.11039 2.86892 0.1005
H 1.77765 -5.15693 4.32457 0.1140
H 4.90083 -3.96144 4.40654 0.1173
H 3.24917 -3.47929 4.84353 0.1196
H 5.03333 -1.91519 3.39981 0.1146
H 4.17336 -2.74054 2.09818 0.1174
H 1.99206 -1.89931 3.16532 0.1030
H 3.05338 -0.94216 4.23903 0.1215
H 3.22966 -0.78459 1.22095 0.1169
H 4.03652 0.22161 2.42049 0.1123
H 1.01864 0.07465 2.25857 0.1175
H 1.96542 1.19059 3.18249 0.0885
H 2.49729 0.42767 -0.53148 0.1311
H 1.37632 1.64010 -1.07906 0.0675
H 0.80776 -1.04070 0.27549 0.1248
H -0.44444 0.19184 0.22604 0.1181
H -0.65454 -1.32971 -1.67155 -0.0268
H -0.17038 0.28623 -2.27210 0.1425
H 1.39479 4.89789 0.66107 0.0741
H 1.23108 4.89595 2.80475 -0.0938
H -1.08220 3.59650 1.23555 0.1246
H -0.81428 2.07909 0.43685 0.0996
H -1.18245 2.47602 4.42225 0.1183
H -1.65613 3.71703 3.29386 0.1156
H -3.83209 2.83083 3.04203 0.1249
H -3.43620 2.33955 4.68000 0.1277
H -5.26401 0.96281 3.82939 0.1206
H -4.94939 0.58935 2.13875 0.1343
H -5.61770 -1.20179 4.12444 0.1224
H -3.88018 -1.38106 4.10385 0.1150
H -5.26549 -3.76952 3.03163 0.0962
H -6.65594 -2.68108 2.87794 0.1141
H -5.35480 -4.43916 0.86507 0.0641
H -6.99817 -3.79790 0.89452 0.0710
H -5.68185 -2.79584 0.28607 0.0665
C 6.71705 4.53234 2.85874 -0.1665
C 7.83218 4.50492 3.90204 -0.1717
C 7.06729 4.82911 5.17907 -0.2122
O 5.75242 4.30081 5.00562 -0.1428
C 5.55626 3.93068 3.63605 -0.2097
H 6.94570 3.97583 1.95179 0.1120
H 6.49135 5.56414 2.57889 0.1140
H 8.26203 3.50265 3.96363 0.1126
H 8.63873 5.20941 3.70347 0.1090
H 6.99368 5.91181 5.33243 0.1149
H 7.51557 4.38487 6.06886 0.1141
H 5.55708 2.83840 3.56490 0.1147
H 4.58602 4.29489 3.29919 0.0924
C -0.30996 6.43278 -6.32507 -0.1652
C 0.36401 7.32673 -5.28676 -0.1687
C -0.55272 7.14417 -4.08556 -0.2122
O -1.07789 5.81829 -4.17425 -0.1695
C -0.78940 5.27119 -5.46740 -0.1919
H 0.35224 6.11531 -7.12865 0.1137
H -1.16256 6.95169 -6.77047 0.1103
H 1.36429 6.95090 -5.06047 0.1138
H 0.45306 8.36782 -5.59370 0.1104
H -1.38725 7.85375 -4.11449 0.1162
H -0.03561 7.25797 -3.13163 0.1085
H -0.00686 4.51282 -5.35815 0.1217
H -1.67871 4.79082 -5.86648 0.0847
C -5.18494 4.06757 -7.90177 -0.1675
C -5.08047 2.56666 -8.16648 -0.1696
C -3.58932 2.40479 -8.43324 -0.2025
O -2.93093 3.40008 -7.64642 -0.1499
C -3.88886 4.33538 -7.14957 -0.2223
H -6.06844 4.35614 -7.33491 0.1116
H -5.19280 4.61342 -8.84782 0.1138
H -5.36761 2.00696 -7.27385 0.1131
H -5.69630 2.22306 -8.99602 0.1105
H -3.35308 2.57874 -9.48858 0.1171
H -3.20857 1.42189 -8.15281 0.1169
H -4.01661 4.16921 -6.07403 0.1203
H -3.51063 5.34784 -7.30009 0.1134
C 4.14423 -3.15739 -3.50893 -0.1658
C 2.86332 -3.69333 -2.87328 -0.1696
C 1.82799 -3.34753 -3.93538 -0.2114
O 2.50254 -3.40350 -5.19117 -0.1383
C 3.91405 -3.47880 -4.97979 -0.2059
H 5.05293 -3.61017 -3.11563 0.1098
H 4.21078 -2.07704 -3.36377 0.1133
H 2.93031 -4.77652 -2.74911 0.1126
H 2.63621 -3.25301 -1.90321 0.0992
H 1.43783 -2.33294 -3.79337 0.0988
H 0.98681 -4.04196 -3.94947 0.1040
H 4.25013 -4.49294 -5.22152 0.1150
H 4.41242 -2.78028 -5.65226 0.1148
C -2.08629 -3.40153 -2.71375 -0.1337
C -1.62055 -2.68180 -1.45150 -0.1432
C -2.87983 -2.71080 -0.59581 -0.1763
O -3.57658 -3.90998 -0.95068 -0.1543
C -3.01077 -4.46616 -2.13973 -0.1910
H -1.27441 -3.82682 -3.30126 0.0994
H -2.64692 -2.71336 -3.35022 0.1228
H -0.82449 -3.25320 -0.96662 0.1454
H -1.25325 -1.67206 -1.63145 0.0032
H -3.52822 -1.85334 -0.80352 0.1255
H -2.66893 -2.72500 0.47373 0.1112
H -2.44699 -5.36555 -1.86634 0.1189
H -3.81220 -4.75543 -2.82028 0.1189
C -1.92204 -6.01641 4.60044 -0.1601
C -1.20908 -4.72128 4.21872 -0.1613
C -2.36693 -3.86650 3.72174 -0.1913
O -3.51830 -4.27807 4.46723 -0.1584
C -3.23227 -5.48960 5.16971 -0.1959
H -1.37088 -6.62996 5.31146 0.1124
H -2.11223 -6.61590 3.70741 0.1159
H -0.75642 -4.26759 5.10338 0.1211
H -0.43121 -4.85276 3.46786 0.0737
H -2.56253 -4.03759 2.65730 0.1172
H -2.20544 -2.79897 3.87353 0.1135
H -3.13823 -5.26089 6.23674 0.1182
H -4.06342 -6.18323 5.03696 0.1185
```

Properties
electronic energy	-156216.9295	eV
relative energy (zero: lowest compared OMol25 entry of this formula, charge and spin)	0.0000	eV
E_HOMO	-0.334	hartree